# 1
Computed, not measured: C36H48N6O10S2Y as an isolated structure, with the ωB97M-V functional and the def2-TZVPD basis.

Structure (ORCA input):
```
! RIJCOSX wB97M-V def2-TZVPD def2/J DEFGRID3
* xyz 1 1
Y -0.46 1.09 0.26
C -6.23 4.91 1.85
O -5.40 5.76 1.08
C -4.25 5.27 0.60
C -3.47 6.18 -0.15
C -2.29 5.76 -0.68
C -1.81 4.44 -0.50
C -0.63 4.01 -1.18
C 0.23 5.00 -1.93
O -0.23 2.82 -1.19
C -2.58 3.54 0.29
O -2.18 2.33 0.56
C -3.81 3.97 0.81
H -7.10 5.51 2.12
H -5.72 4.58 2.76
H -6.55 4.05 1.27
H -3.85 7.18 -0.29
H -1.71 6.46 -1.27
H -0.31 5.40 -2.79
H 1.12 4.49 -2.27
H 0.50 5.84 -1.29
H -4.37 3.27 1.42
C -4.16 -2.18 -1.94
N -3.79 -1.43 -0.74
C -3.97 0.01 -0.84
C -3.09 -1.99 0.27
S -1.97 -1.14 1.23
N -3.28 -3.31 0.50
C -4.60 -3.93 0.37
C -2.34 -4.07 1.30
H -3.78 -1.63 -2.80
H -5.24 -2.28 -2.04
H -3.70 -3.16 -1.93
H -4.95 0.20 -1.27
H -3.21 0.46 -1.48
H -3.91 0.46 0.15
H -5.35 -3.19 0.12
H -4.87 -4.37 1.34
H -4.60 -4.72 -0.38
H -1.33 -3.72 1.14
H -2.42 -5.12 1.00
H -2.58 -3.99 2.37
C 0.88 -5.53 1.80
N 1.50 -4.35 1.21
C 2.40 -3.64 2.10
C 1.01 -3.74 0.11
S 1.19 -2.09 -0.16
N 0.35 -4.54 -0.78
C 0.87 -5.86 -1.13
C -0.46 -3.94 -1.82
H 0.63 -5.31 2.84
H 1.55 -6.39 1.79
H -0.03 -5.78 1.27
H 3.00 -4.38 2.64
H 1.84 -3.04 2.83
H 3.06 -2.98 1.54
H 1.76 -6.08 -0.55
H 1.13 -5.87 -2.19
H 0.12 -6.64 -0.95
H -1.01 -3.08 -1.43
H -1.17 -4.69 -2.17
H 0.15 -3.60 -2.67
O 3.85 1.04 -0.72
C 2.68 0.85 -0.94
O 1.70 1.05 -0.11
C 2.25 0.31 -2.30
C 0.92 0.08 -2.59
C 0.56 -0.52 -3.77
C 1.48 -0.89 -4.73
C 2.80 -0.61 -4.43
C 3.21 -0.03 -3.24
N 3.83 -0.99 -5.43
O 3.45 -1.56 -6.43
O 4.98 -0.70 -5.18
N -0.86 -0.83 -3.98
O -1.19 -1.36 -5.01
O -1.64 -0.50 -3.09
H 0.14 0.34 -1.90
H 1.20 -1.36 -5.65
H 4.26 0.14 -3.03
C 6.45 3.04 2.10
C 5.08 2.54 2.45
C 3.95 3.30 2.13
C 2.68 2.82 2.33
C 1.53 3.71 1.94
C 2.52 1.53 2.91
C 1.24 0.90 3.00
O 0.20 1.27 2.41
C 3.65 0.79 3.32
C 3.61 -0.54 4.02
C 4.91 1.31 3.06
H 6.48 4.13 2.05
H 6.73 2.64 1.12
H 7.19 2.70 2.83
H 4.09 4.28 1.69
H 1.87 4.74 1.86
H 0.71 3.67 2.66
H 1.13 3.42 0.97
H 1.15 0.00 3.60
H 2.67 -1.08 3.95
H 3.83 -0.40 5.08
H 4.39 -1.19 3.62
H 5.78 0.73 3.33
*
```

- ΔE to the lowest compared entry with this formula, charge and spin (kcal per mole) = 19.4
- orbital gap (eV) = 7.5
- energy (Ha) = -3316.0742



# 2
Computed, not measured: C36H49ClF6MoO2P4 as an isolated structure at a distorted geometry, with the ωB97M-V functional and the def2-TZVPD basis.

Structure (ORCA input):
```
! RIJCOSX wB97M-V def2-TZVPD def2/J DEFGRID3
* xyz 2 3
P 1.85 2.71 -3.73
C 0.70 3.75 -4.62
C 0.94 5.11 -4.86
H 1.83 5.59 -4.45
C 0.04 5.85 -5.63
H 0.23 6.91 -5.82
C -1.10 5.24 -6.16
H -1.80 5.82 -6.76
C -1.35 3.88 -5.91
H -2.24 3.40 -6.32
C -0.46 3.14 -5.15
H -0.63 2.08 -4.95
C 2.99 3.77 -2.81
C 2.46 4.62 -1.82
H 1.38 4.68 -1.69
C 3.31 5.37 -1.00
H 2.88 5.99 -0.21
C 4.69 5.34 -1.21
H 5.35 5.95 -0.59
C 5.23 4.54 -2.23
H 6.30 4.54 -2.41
C 4.39 3.75 -3.02
H 4.82 3.13 -3.81
C 2.77 1.70 -4.92
C 3.16 2.24 -6.16
H 2.94 3.28 -6.40
C 3.82 1.45 -7.10
H 4.12 1.87 -8.06
C 4.09 0.10 -6.82
H 4.59 -0.53 -7.55
C 3.70 -0.44 -5.59
H 3.90 -1.49 -5.35
C 3.06 0.36 -4.64
H 2.77 -0.06 -3.67
Mo 0.12 0.30 -0.50
C 1.70 -0.06 0.85
C 2.91 0.49 0.53
H 1.58 -0.66 1.77
C 2.99 1.25 -0.78
O 4.00 0.63 -1.61
H 4.02 1.06 -2.48
C 1.64 1.20 -1.39
H 3.27 2.31 -0.58
C 0.94 1.62 -2.47
Cl -2.06 0.42 -1.54
P 0.25 -2.06 -1.14
P -0.70 2.00 1.08
C -1.35 -2.90 -1.27
H -1.98 -2.38 -2.00
H -1.84 -2.87 -0.29
H -1.19 -3.94 -1.59
C 0.94 -2.15 -2.82
H 2.02 -1.97 -2.78
H 0.47 -1.38 -3.46
H 0.74 -3.15 -3.24
C 1.28 -3.22 -0.19
H 0.88 -3.32 0.82
H 2.30 -2.83 -0.13
H 1.29 -4.20 -0.69
C -2.32 1.72 1.84
H -2.18 1.27 2.83
H -2.89 1.02 1.21
H -2.85 2.68 1.93
C 0.34 2.53 2.47
H 1.35 2.76 2.11
H 0.40 1.72 3.20
H -0.09 3.43 2.95
C -0.93 3.53 0.11
H -1.43 3.29 -0.84
H 0.04 3.99 -0.09
H -1.56 4.22 0.69
P 4.47 0.43 1.47
C 4.19 -0.15 3.13
C 5.11 2.12 1.45
H 3.78 -1.17 3.11
H 3.50 0.52 3.66
H 5.16 -0.16 3.65
H 5.27 2.46 0.42
H 6.06 2.15 2.00
H 4.39 2.79 1.94
C 5.58 -0.65 0.57
H 5.13 -1.64 0.49
H 6.54 -0.72 1.09
H 5.72 -0.24 -0.44
H -0.12 1.34 -2.61
C -0.50 -2.59 3.58
C -1.72 -2.11 2.80
O -1.43 -1.37 1.75
C -2.54 -3.42 2.38
F -2.93 -4.18 3.45
F -3.65 -3.16 1.64
F -1.73 -4.23 1.62
C -2.60 -1.31 3.88
F -2.89 -2.07 4.99
F -1.88 -0.23 4.34
F -3.78 -0.84 3.40
H 0.15 -3.16 2.92
H -0.80 -3.21 4.44
H 0.06 -1.72 3.93
*
```

- orbital gap (spin up / spin down) (eV) = 4.9 / 5.2
- energy (Ha) = -4044.1323
- expectation value of S² = 2.03